81
Properties=species:S:1:pos:R:3:lowdin_charge:R:1 method="wB97M-V/def2-TZVPD" spin_multiplicity=2 total_charge=+2 homo_energy_ev="-11.876 / -11.877" total_energy_ha=-5999.4695
Cr -0.09 -0.22 -0.43 0.931
C 1.87 1.81 0.65 -0.039
C 1.49 2.14 -0.76 -0.344
C 2.13 3.13 -1.50 0.005
C 1.62 3.50 -2.73 0.007
C 0.43 2.93 -3.17 -0.063
C -0.15 1.94 -2.40 -0.409
N 0.40 1.53 -1.25 -0.078
Sb -2.21 1.30 -2.55 1.628
C -2.37 1.51 -0.35 -0.370
C -3.39 2.30 0.15 -0.078
C -3.54 2.43 1.53 0.000
C -2.66 1.76 2.36 0.019
C -1.65 0.98 1.81 -0.283
C -0.68 0.24 2.68 0.001
N -1.51 0.88 0.48 -0.047
C -2.03 -0.87 -2.28 -0.408
C -2.63 -1.69 -3.21 -0.080
C -2.91 -3.00 -2.84 0.010
C -2.70 -3.38 -1.53 0.008
C -2.08 -2.52 -0.63 -0.269
C -1.95 -2.90 0.81 0.009
N -1.67 -1.31 -1.06 -0.036
H 2.87 2.17 0.88 0.100
H 1.85 0.73 0.85 0.053
H 1.16 2.31 1.32 0.099
H 3.01 3.61 -1.09 0.135
H 2.12 4.25 -3.32 0.131
H -0.04 3.25 -4.09 0.114
H -4.06 2.80 -0.54 0.105
H -4.33 3.05 1.94 0.131
H -2.76 1.82 3.43 0.136
H -1.20 -0.22 3.52 0.108
H 0.06 0.92 3.11 0.101
H -0.15 -0.55 2.13 0.066
H -2.88 -1.31 -4.19 0.110
H -3.35 -3.69 -3.55 0.133
H -3.02 -4.36 -1.19 0.130
H -2.55 -3.79 1.02 0.102
H -2.30 -2.09 1.45 0.091
H -0.92 -3.13 1.07 0.079
C 5.53 -0.71 1.39 -0.017
N 6.14 -0.21 0.18 -0.070
C 5.51 0.06 -0.98 -0.694
Se 3.72 -0.21 -1.39 0.815
N 6.43 0.51 -1.85 0.118
C 7.69 0.53 -1.27 -0.172
C 8.94 0.88 -1.75 0.001
C 10.00 0.74 -0.88 -0.065
C 9.82 0.28 0.43 -0.065
C 8.57 -0.06 0.91 0.002
C 7.50 0.07 0.04 -0.154
H 4.52 -1.03 1.16 0.050
H 5.51 0.07 2.15 0.103
H 6.09 -1.56 1.76 0.103
H 6.20 0.74 -2.81 0.153
H 9.08 1.23 -2.76 0.119
H 11.00 1.00 -1.21 0.114
H 10.68 0.19 1.08 0.113
H 8.43 -0.41 1.93 0.116
C -0.11 -5.40 -0.81 -0.040
C 0.95 -5.79 0.20 -0.176
C 0.71 -6.94 0.95 -0.069
C 1.59 -7.39 1.92 -0.675
Cl 1.24 -8.84 2.79 0.703
C 2.74 -6.67 2.19 -0.087
C 3.00 -5.54 1.45 0.004
C 2.14 -5.09 0.44 -0.205
O 2.63 -3.98 -0.19 -0.017
C 2.09 -3.40 -1.34 -0.101
C 1.25 -2.20 -0.99 -0.611
O 0.74 -2.06 0.16 -0.055
O 1.05 -1.28 -1.84 -0.113
H -1.05 -5.87 -0.53 0.084
H 0.15 -5.75 -1.81 0.101
H -0.27 -4.32 -0.84 0.037
H -0.20 -7.49 0.78 0.115
H 3.41 -6.99 2.97 0.114
H 3.89 -4.95 1.64 0.124
H 1.52 -4.09 -1.96 0.134
H 2.92 -3.03 -1.95 0.122



57
Properties=species:S:1:pos:R:3:lowdin_charge:R:1 method="wB97M-V/def2-TZVPD" total_charge=-1 homo_energy_ev=-6.414 total_energy_ha=-2347.4057
Rb -2.65 -1.12 5.13 1.021
O 2.35 -2.53 3.03 0.140
C 1.47 -2.15 2.28 -0.411
O 1.76 -1.62 1.15 0.277
B 0.50 -1.51 0.40 -0.806
O -0.45 -2.11 1.35 0.307
C 0.11 -2.28 2.46 -0.423
O -0.55 -2.31 3.50 0.045
O 0.46 -2.20 -0.88 0.325
C 0.05 -1.37 -1.73 -0.418
O -0.04 -1.57 -2.91 0.173
C -0.11 -0.05 -1.15 -0.409
O 0.16 -0.10 0.07 0.273
O -0.16 0.99 -1.80 0.134
O -1.92 1.31 2.10 0.159
C -2.38 0.58 1.23 -0.484
O -2.62 1.06 0.11 0.283
B -3.60 0.20 -0.57 -0.785
O -3.73 -0.94 0.37 0.331
C -3.16 -0.56 1.40 -0.485
O -3.53 -0.93 2.51 -0.006
O -4.83 0.88 -0.96 0.300
C -4.86 1.07 -2.21 -0.485
O -5.75 1.54 -2.81 0.215
C -3.71 0.40 -2.77 -0.453
O -3.00 -0.19 -1.88 0.276
O -3.48 0.44 -3.91 0.199
O 1.73 1.55 -4.16 -0.080
H 1.21 1.61 -5.02 0.067
H 1.14 1.23 -3.48 -0.024
O 4.29 -0.54 2.50 0.008
H 3.70 -1.22 2.65 -0.054
H 4.84 -0.83 1.80 0.018
O 0.84 3.48 -2.32 -0.097
H 0.52 2.81 -1.69 -0.015
H 0.42 3.38 -3.19 -0.001
O -0.55 3.05 0.15 -0.043
H -0.71 2.19 0.53 -0.020
H -1.26 3.13 -0.52 0.059
O 0.65 -0.50 5.44 -0.036
H 1.43 -0.93 5.16 -0.023
H 0.92 0.30 5.80 0.015
O 4.48 -2.51 0.24 -0.032
H 3.96 -2.73 -0.56 0.068
H 5.08 -1.86 -0.07 0.020
O -1.03 -0.21 -4.88 -0.058
H -1.96 -0.08 -4.61 -0.007
H -0.63 -0.83 -4.31 -0.038
O 2.58 1.02 0.75 -0.038
H 1.93 0.74 1.42 0.033
H 3.30 0.51 1.15 0.004
O 3.47 -1.38 5.24 -0.018
H 4.24 -1.67 5.73 0.050
H 3.29 -2.00 4.57 -0.028
O -1.33 2.76 -4.19 -0.027
H -1.62 2.79 -3.30 0.015
H -1.26 1.82 -4.33 -0.013



11
Properties=species:S:1:pos:R:3:lowdin_charge:R:1 method="wB97M-V/def2-TZVPD" smiles="C=C(C)OO" total_charge=0 homo_energy_ev=-9.033 total_energy_ha=-268.2130
C 0.58 0.09 -1.52 0.058
C 0.01 0.11 -0.32 -0.307
C 0.07 1.11 0.70 -0.085
O -0.75 -1.78 1.15 -0.106
O -0.96 -1.13 -0.03 -0.180
H 0.62 -0.77 -2.25 0.090
H 1.12 0.96 -1.90 0.067
H -0.97 1.61 0.94 0.136
H 0.45 0.69 1.62 0.070
H 0.90 1.85 0.57 0.105
H -1.08 -2.75 1.05 0.152



18
Properties=species:S:1:pos:R:3:lowdin_charge:R:1 method="wB97M-V/def2-TZVPD" total_charge=0 homo_energy_ev=-8.677 total_energy_ha=-935.8946
C -0.84 -0.47 -2.06 -0.697
C -0.11 -1.63 -0.16 -0.036
C 0.19 -0.59 0.68 -0.293
C 0.22 -0.90 2.16 -0.023
C 0.65 1.72 0.96 -0.091
N -0.19 0.19 -3.03 -0.304
O -2.00 -0.42 -1.82 0.125
O 0.01 -1.47 -1.58 0.006
O 0.33 0.65 0.11 -0.086
Cl -0.98 1.59 -3.64 0.665
H -0.54 -2.59 0.09 0.122
H 0.71 0.45 -2.77 0.064
H 0.03 -1.92 2.35 0.067
H -0.74 -0.47 2.64 0.123
H 1.12 -0.46 2.50 0.067
H 0.54 2.69 0.47 0.091
H 1.72 1.80 1.41 0.128
H -0.10 1.82 1.70 0.073



39
Properties=species:S:1:pos:R:3:lowdin_charge:R:1 method="wB97M-V/def2-TZVPD" total_charge=0 homo_energy_ev=-5.121 total_energy_ha=-1224.3284
C -0.37 2.02 -3.60 -0.006
N -0.25 0.56 -3.60 -0.215
C -1.13 -0.21 -4.48 -0.005
C 0.60 -0.04 -2.82 0.184
H -1.16 2.28 -4.31 0.092
H -0.61 2.39 -2.59 0.114
H 0.58 2.48 -3.90 0.110
H -1.76 0.50 -5.01 0.092
H -0.54 -0.80 -5.20 0.110
H -1.74 -0.91 -3.90 0.117
H 0.66 -1.13 -2.85 0.131
H 1.25 0.57 -2.19 0.107
C 3.92 2.56 2.21 -0.092
C 3.65 2.04 0.94 -0.092
C 2.77 0.96 0.80 -0.077
C 2.15 0.43 1.93 -0.276
S 1.02 -0.96 1.73 0.629
C -0.54 -0.25 1.63 -0.234
C -1.67 -1.07 1.43 -0.318
C -2.98 -0.49 1.27 -0.079
C -4.08 -1.30 1.05 -0.132
C -3.94 -2.70 1.01 -0.142
C -2.68 -3.29 1.16 -0.117
C -1.56 -2.50 1.37 -0.069
O 1.40 -1.55 0.46 -0.377
O 1.19 -1.73 2.94 -0.335
C 2.42 0.94 3.20 -0.052
C 3.30 2.01 3.34 -0.077
H 4.61 3.39 2.31 0.099
H 4.12 2.46 0.05 0.096
H 2.56 0.54 -0.18 0.081
H -0.60 0.83 1.72 0.064
H -3.04 0.60 1.31 0.096
H -5.06 -0.84 0.91 0.089
H -4.81 -3.33 0.85 0.079
H -2.55 -4.37 1.13 0.096
H -0.59 -2.98 1.48 0.089
H 1.94 0.49 4.07 0.116
H 3.50 2.41 4.33 0.104



168
Properties=species:S:1:pos:R:3:lowdin_charge:R:1 method="wB97M-V/def2-TZVPD" total_charge=0 homo_energy_ev=-6.890 total_energy_ha=-4989.9343
C 2.64 0.46 3.55 -0.076
C 1.43 1.07 2.65 -0.214
O 1.21 0.34 1.41 0.015
B 1.79 0.98 0.28 -0.448
O 2.78 2.03 0.29 0.089
C 1.33 0.45 -1.22 0.094
C 0.10 -0.11 -1.65 -0.010
C -1.21 -0.40 -0.78 -0.124
C -2.09 0.92 -0.45 -0.161
C -3.62 0.43 -0.31 -0.212
C -4.50 1.30 0.72 -0.197
C -5.46 2.28 -0.14 -0.215
C -6.37 3.25 0.75 -0.188
C -5.58 4.44 1.49 -0.183
C -4.13 4.76 0.89 -0.217
C -4.14 5.50 -0.55 -0.201
C -2.86 6.50 -0.61 -0.206
C -1.45 5.67 -0.57 -0.140
C -0.47 6.34 0.55 -0.132
N 0.87 6.48 -0.12 -0.192
C 1.35 7.47 -1.08 -0.074
C 2.81 7.04 -1.37 -0.086
C 3.17 5.76 -0.50 -0.057
C 1.83 5.46 0.26 -0.067
C 0.29 -0.46 -3.23 -0.269
O -0.58 -0.97 -3.96 0.097
O 1.64 -0.08 -3.53 0.054
C 2.35 0.55 -2.46 -0.269
O 3.48 1.10 -2.49 0.099
H 2.22 -0.05 4.50 0.082
H 3.36 1.27 3.94 0.076
H 3.25 -0.34 3.01 0.080
H 0.48 0.92 3.29 0.129
H 1.55 2.20 2.53 0.095
H 3.65 1.58 0.21 0.121
H -1.00 -0.99 0.18 0.106
H -1.88 -1.08 -1.43 0.099
H -2.03 1.73 -1.25 0.113
H -1.76 1.41 0.55 0.118
H -3.57 -0.64 0.14 0.105
H -4.19 0.41 -1.31 0.104
H -5.22 0.56 1.26 0.111
H -3.90 1.83 1.53 0.106
H -4.80 2.82 -0.90 0.093
H -6.16 1.59 -0.76 0.116
H -6.85 2.60 1.60 0.092
H -7.24 3.63 0.09 0.079
H -6.21 5.41 1.35 0.115
H -5.46 4.20 2.60 0.100
H -3.58 5.48 1.63 0.115
H -3.44 3.84 0.81 0.085
H -4.06 4.77 -1.42 0.101
H -5.09 6.14 -0.60 0.109
H -2.90 7.33 0.17 0.099
H -2.90 7.00 -1.66 0.107
H -1.66 4.57 -0.26 0.100
H -0.92 5.72 -1.58 0.092
H -0.30 5.66 1.45 0.094
H -0.82 7.39 0.86 0.124
H 0.73 8.34 -1.48 0.113
H 3.55 7.55 -2.10 0.058
H 4.17 5.20 -0.46 0.072
H 1.64 4.60 1.00 0.086
C -4.97 -2.95 -3.58 0.031
N -4.77 -2.30 -2.26 -0.400
O -3.71 -2.53 -1.69 0.048
O -5.67 -1.58 -1.85 0.031
H -4.10 -3.55 -3.82 0.092
H -5.86 -3.58 -3.51 0.084
H -5.11 -2.16 -4.32 0.107
C 0.40 -4.05 -0.26 0.050
N 0.60 -3.39 1.06 -0.404
O 1.65 -3.61 1.65 0.045
O -0.31 -2.69 1.47 0.060
H 1.29 -4.64 -0.49 0.039
H -0.48 -4.68 -0.18 0.106
H 0.26 -3.26 -1.00 0.100
C 4.43 -5.46 -2.73 0.056
N 3.06 -5.31 -2.18 -0.409
O 2.97 -5.06 -0.98 0.029
O 2.13 -5.43 -2.95 0.084
H 5.15 -5.32 -1.93 0.063
H 4.50 -6.47 -3.15 0.111
H 4.56 -4.71 -3.51 0.111
C 7.50 -3.29 -0.52 0.054
N 7.93 -4.26 -1.55 -0.427
O 7.36 -5.35 -1.58 0.023
O 8.82 -3.91 -2.31 0.079
H 6.71 -3.73 0.08 0.092
H 8.37 -3.06 0.10 0.108
H 7.14 -2.40 -1.03 0.104
C -6.97 -3.42 0.43 0.043
N -8.33 -3.24 1.00 -0.444
O -8.41 -3.00 2.20 0.053
O -9.27 -3.36 0.23 0.058
H -6.24 -3.29 1.22 0.101
H -6.92 -4.43 0.01 0.095
H -6.84 -2.67 -0.35 0.073
C -8.58 1.08 5.01 0.043
N -7.63 2.05 4.40 -0.441
O -6.64 1.59 3.84 0.047
O -7.91 3.23 4.51 0.061
H -8.21 0.07 4.84 0.095
H -8.63 1.29 6.08 0.100
H -9.55 1.22 4.53 0.102
C -9.22 4.63 -3.40 0.041
N -8.37 4.82 -2.19 -0.440
O -7.17 4.60 -2.31 0.058
O -8.94 5.17 -1.17 0.058
H -8.59 4.32 -4.23 0.094
H -9.96 3.87 -3.17 0.101
H -9.69 5.59 -3.61 0.100
C -0.25 4.42 5.08 0.054
N 0.08 4.10 3.67 -0.430
O 1.12 4.57 3.22 0.046
O -0.70 3.38 3.07 0.049
H 0.53 5.06 5.49 0.098
H -1.21 4.94 5.08 0.103
H -0.31 3.48 5.63 0.103
C 5.39 -1.29 6.98 0.047
N 4.98 -0.10 6.18 -0.435
O 4.47 0.83 6.78 0.059
O 5.18 -0.15 4.97 0.042
H 5.15 -1.11 8.02 0.094
H 4.84 -2.15 6.60 0.098
H 6.47 -1.41 6.84 0.102
C -4.44 -7.53 -2.15 0.050
N -4.86 -6.36 -2.97 -0.420
O -5.37 -5.42 -2.39 0.034
O -4.65 -6.44 -4.17 0.080
H -4.68 -7.32 -1.11 0.096
H -4.98 -8.40 -2.51 0.104
H -3.36 -7.65 -2.28 0.104
C 0.22 4.47 -4.41 0.047
N 0.16 5.91 -4.77 -0.439
O -0.14 6.20 -5.91 0.050
O 0.43 6.70 -3.88 0.048
H -0.04 3.88 -5.29 0.094
H 1.24 4.25 -4.09 0.105
H -0.50 4.29 -3.61 0.089
C 3.65 8.45 -6.00 0.046
N 4.50 8.62 -4.79 -0.436
O 5.69 8.40 -4.91 0.063
O 3.93 8.98 -3.77 0.040
H 4.28 8.13 -6.83 0.094
H 2.91 7.68 -5.77 0.093
H 3.18 9.41 -6.22 0.102
C 9.14 -8.10 0.00 0.032
N 9.32 -7.44 1.33 -0.434
O 10.36 -7.64 1.92 0.066
O 8.40 -6.74 1.72 0.046
H 10.03 -8.68 -0.22 0.060
H 8.26 -8.74 0.07 0.094
H 9.00 -7.31 -0.74 0.091
C 9.77 -12.18 1.18 0.051
N 9.93 -11.11 0.17 -0.429
O 8.99 -10.89 -0.58 0.048
O 11.00 -10.51 0.17 0.063
H 8.78 -12.62 1.07 0.096
H 10.54 -12.93 1.00 0.103
H 9.88 -11.73 2.17 0.106
C 4.02 -5.34 2.43 0.035
N 4.85 -5.14 3.65 -0.441
O 6.05 -5.33 3.55 0.057
O 4.26 -4.79 4.67 0.048
H 4.67 -5.65 1.61 0.089
H 3.29 -6.12 2.66 0.106
H 3.53 -4.40 2.21 0.067



47
Properties=species:S:1:pos:R:3:lowdin_charge:R:1 method="wB97M-V/def2-TZVPD" total_charge=+2 homo_energy_ev=-13.406 total_energy_ha=-1455.1871
Mg -0.25 -0.30 -0.46 0.683
N 1.54 2.77 1.09 0.239
C 1.73 3.07 -0.41 -0.218
C 0.37 3.38 -1.08 -0.067
C -0.22 2.35 -2.06 -0.325
N -1.17 1.42 -1.39 0.023
C 0.89 1.60 -2.86 -0.076
C 2.07 1.04 -2.03 -0.336
N 1.72 -0.25 -1.35 0.023
C 2.68 2.05 -1.05 -0.071
H 1.09 3.56 1.57 0.183
H 2.44 2.59 1.54 0.176
H 0.98 1.94 1.26 0.097
H 2.27 4.02 -0.41 0.157
H 0.54 4.29 -1.64 0.139
H -0.38 3.66 -0.34 0.132
H -0.76 2.93 -2.81 0.148
H -1.85 1.07 -2.12 0.147
H -1.76 1.97 -0.75 0.120
H 1.31 2.36 -3.54 0.148
H 0.47 0.80 -3.49 0.135
H 2.86 0.80 -2.77 0.159
H 2.53 -0.52 -0.73 0.136
H 1.76 -0.99 -2.06 0.126
H 3.43 2.63 -1.61 0.146
H 3.24 1.50 -0.28 0.131
C -1.53 -3.38 1.70 -0.148
P -1.66 -3.29 -0.13 0.650
C -0.83 -4.77 -0.76 -0.144
C -3.43 -3.33 -0.53 -0.147
O -1.04 -2.03 -0.76 -0.455
H -1.91 -4.33 2.06 0.071
H -2.13 -2.58 2.15 0.064
H -0.48 -3.25 1.97 0.060
H -1.17 -5.67 -0.27 0.070
H 0.23 -4.62 -0.56 0.064
H -0.97 -4.85 -1.84 0.067
H -3.87 -4.24 -0.12 0.074
H -3.55 -3.29 -1.61 0.064
H -3.92 -2.48 -0.05 0.068
N -0.22 0.12 1.61 0.067
C -0.32 0.21 2.77 -0.182
C -0.20 0.38 4.14 -0.271
C 1.08 0.16 4.73 -0.221
N 2.16 -0.13 5.04 0.152
C -1.36 0.70 4.90 -0.218
N -2.41 0.95 5.34 0.162



13
Properties=species:S:1:pos:R:3:lowdin_charge:R:1 method="wB97M-V/def2-TZVPD" smiles=OCCCO total_charge=0 homo_energy_ev=-10.088 total_energy_ha=-269.5268
C -1.07 -0.46 0.26 -0.253
C -0.09 0.63 -0.15 -0.167
C 1.41 0.52 0.24 -0.292
H -2.50 0.05 -1.01 0.099
H -0.90 -1.40 -0.35 0.121
H -1.07 -0.84 1.35 0.142
H -0.34 1.55 0.26 0.089
H -0.03 0.57 -1.25 0.126
H 1.57 0.20 1.31 0.121
H 2.03 1.43 0.02 0.123
H 2.74 -0.81 0.42 0.135
O -2.44 -0.01 -0.02 -0.118
O 2.06 -0.59 -0.33 -0.126